ORCA calculation (wB97M-V/def2-TZVPD) on a structure of composition C41H116BF4NO34Zn.

XYZ file:
```
198
Properties=species:S:1:pos:R:3:mulliken_charge:R:1
Zn -0.16 -2.14 1.70 2.61
B -0.46 0.20 -0.36 1.64
F -0.84 1.55 -0.53 -0.05
F -0.38 -0.51 -1.58 -0.35
F 0.78 0.12 0.26 -0.82
F -1.37 -0.52 0.48 -0.40
O -0.31 -3.55 0.45 2.06
H 0.51 -3.81 0.00 -0.99
C 1.57 -2.56 -2.47 1.29
C 2.13 -4.00 -2.29 -1.17
O 1.72 -4.57 -1.04 -0.67
O 2.16 -1.80 -1.41 1.09
H 0.48 -2.63 -2.36 -0.45
H 1.85 -2.17 -3.44 0.22
H 3.22 -3.94 -2.32 -0.10
H 1.91 -4.72 -3.08 0.43
H 1.07 -5.27 -1.17 0.20
H 1.63 -1.02 -1.23 -1.23
C -2.66 -6.60 0.69 -0.33
C -1.50 -6.76 -0.31 -0.06
O -0.23 -6.51 0.40 -0.62
O -2.63 -5.44 1.44 -0.50
H -2.60 -7.37 1.47 0.35
H -3.56 -6.67 0.06 0.29
H -1.54 -6.07 -1.19 -0.10
H -1.50 -7.83 -0.64 0.43
H -0.38 -5.65 0.82 -0.01
H -2.85 -4.69 0.84 0.09
C -1.84 -0.84 3.74 0.36
C -0.47 -0.86 4.27 -1.11
O 0.44 -0.96 3.23 0.30
O -1.89 -2.03 2.91 -0.74
H -1.97 0.01 3.06 -0.59
H -2.54 -0.82 4.54 0.65
H -0.31 -1.69 4.93 0.62
H -0.29 0.07 4.87 0.32
H 1.38 -0.87 3.53 -0.26
H -2.68 -2.12 2.31 0.07
C -6.92 0.51 3.77 -0.57
C -5.79 1.38 4.22 -0.26
O -4.60 0.79 3.86 -0.09
O -8.04 0.89 4.49 -0.55
H -6.58 -0.52 3.94 0.23
H -7.07 0.60 2.69 0.21
H -5.94 1.51 5.28 0.45
H -5.95 2.37 3.74 0.29
H -4.04 1.50 3.51 -0.11
H -8.77 0.42 4.08 0.35
C -4.11 -2.43 -2.67 -0.96
C -2.66 -2.78 -2.51 0.59
O -2.52 -3.46 -1.25 -0.23
O -4.58 -1.60 -1.65 -0.44
H -4.66 -3.39 -2.55 0.46
H -4.35 -2.10 -3.71 0.36
H -2.03 -1.87 -2.43 -0.42
H -2.33 -3.37 -3.38 0.43
H -1.61 -3.35 -0.84 -0.14
H -4.05 -0.79 -1.66 0.09
C -0.80 5.17 -3.36 -0.68
C -0.14 4.86 -4.74 -0.33
O -0.43 5.93 -5.64 -0.58
O -0.72 4.06 -2.42 -0.27
H -1.83 5.53 -3.53 0.37
H -0.31 6.01 -2.91 0.74
H -0.61 3.93 -5.08 0.06
H 0.92 4.69 -4.80 0.27
H -0.02 6.74 -5.37 0.35
H -1.20 3.32 -2.83 -0.35
C -3.21 6.49 0.79 -0.25
C -2.21 5.86 -0.14 -0.13
O -2.52 4.54 -0.32 0.27
O -2.96 7.85 1.00 -0.58
H -3.16 5.97 1.75 -0.04
H -4.22 6.29 0.44 0.23
H -1.22 5.96 0.30 0.24
H -2.34 6.36 -1.12 0.23
H -1.96 4.13 -1.00 0.04
H -3.11 8.09 1.92 0.35
C 3.22 3.00 -0.49 -0.78
C 2.13 2.46 -1.39 2.60
O 1.84 3.18 -2.61 -0.94
O 2.88 4.13 0.30 -0.58
H 4.05 3.20 -1.14 0.51
H 3.57 2.17 0.14 -0.01
H 1.25 2.44 -0.77 -0.92
H 2.41 1.45 -1.63 -0.83
H 0.97 3.63 -2.51 0.36
H 3.13 4.94 -0.14 0.29
C -0.29 2.46 2.82 2.29
C -0.15 3.78 2.10 1.02
O 1.11 4.38 2.51 -0.74
O 0.09 2.46 4.20 -0.76
H 0.26 1.65 2.35 -1.22
H -1.34 2.21 2.75 -1.19
H -0.90 4.42 2.55 0.01
H -0.19 3.57 1.04 -0.29
H 1.86 4.33 1.88 0.48
H 0.64 3.24 4.26 0.43
C 2.29 0.81 -5.03 0.85
C 1.73 -0.21 -5.92 -0.99
O 0.79 -1.02 -5.29 -0.61
O 1.24 1.74 -4.65 -0.36
H 3.09 1.27 -5.68 0.22
H 2.66 0.42 -4.07 -0.66
H 2.55 -0.85 -6.25 0.50
H 1.31 0.26 -6.84 0.35
H -0.06 -0.53 -5.27 0.38
H 1.54 2.37 -3.95 0.26
C -2.37 0.42 -4.89 -0.96
C -2.01 0.86 -3.48 0.88
O -2.60 2.15 -3.19 -0.73
O -1.34 0.71 -5.81 -0.63
H -3.38 0.82 -5.16 0.31
H -2.51 -0.68 -4.89 0.28
H -0.93 0.90 -3.41 -0.37
H -2.44 0.13 -2.83 0.01
H -3.19 2.02 -2.43 0.40
H -0.66 1.29 -5.45 0.27
C -4.65 1.02 0.06 0.14
C -4.84 2.43 0.70 -1.26
O -3.79 2.84 1.58 0.38
O -3.59 0.97 -0.81 1.28
H -5.55 0.76 -0.50 0.55
H -4.51 0.25 0.86 -0.26
H -5.76 2.43 1.30 0.42
H -4.94 3.14 -0.13 0.26
H -3.39 3.69 1.28 -0.26
H -2.74 1.06 -0.31 -1.32
C 3.43 0.28 2.84 1.29
C 4.89 0.67 3.23 -0.36
O 4.88 0.89 4.63 -0.61
O 2.91 -0.56 3.85 -0.39
H 3.47 -0.32 1.92 -0.52
H 2.82 1.17 2.57 -0.61
H 5.16 1.56 2.66 0.48
H 5.62 -0.14 3.07 0.13
H 5.41 1.68 4.78 0.32
H 3.21 -0.19 4.71 0.29
C -2.84 5.08 5.74 -0.75
C -3.23 3.75 5.18 0.19
O -2.53 2.66 5.75 -0.64
O -3.61 6.09 5.26 -0.53
H -1.84 5.37 5.45 0.28
H -2.82 5.00 6.85 0.32
H -3.13 3.70 4.08 -0.07
H -4.26 3.54 5.36 0.48
H -1.65 2.59 5.33 0.41
H -4.51 5.89 5.57 0.35
C -5.19 -2.78 1.25 -0.03
C -5.76 -4.15 1.15 -0.95
O -5.34 -4.93 2.32 -0.66
O -3.83 -2.78 1.19 0.54
H -5.52 -2.54 2.26 0.21
H -5.71 -2.13 0.57 0.29
H -5.46 -4.72 0.26 0.18
H -6.87 -4.07 1.17 0.43
H -4.41 -5.15 2.29 0.41
H -3.52 -2.68 0.25 -0.71
C 2.49 -3.82 1.95 -0.09
C 1.91 -3.89 3.33 -0.94
O 0.46 -3.77 3.25 -0.51
O 2.22 -2.54 1.35 0.61
H 2.19 -4.63 1.29 0.12
H 3.57 -3.94 2.03 0.43
H 2.22 -2.98 3.84 0.07
H 2.13 -4.79 3.92 0.55
H -0.07 -4.56 3.08 0.21
H 2.47 -2.57 0.43 -1.22
C 5.71 0.64 -2.97 -1.54
C 5.84 -0.84 -2.58 1.93
C 7.18 -1.28 -3.17 -1.65
C 7.70 -2.61 -2.71 -0.52
C 7.66 -2.59 -1.20 -1.62
C 6.37 -2.21 -0.51 2.42
N 5.88 -1.00 -1.13 -0.34
O 4.75 -0.51 -0.45 0.34
C 5.35 -3.41 -0.71 -1.43
C 6.61 -1.98 0.93 -1.78
C 4.79 -1.63 -3.39 -0.90
H 5.96 0.81 -4.03 0.40
H 6.41 1.23 -2.36 0.48
H 4.69 1.01 -2.85 -0.12
H 7.09 -1.23 -4.28 0.36
H 7.86 -0.47 -2.88 0.46
H 8.73 -2.65 -3.10 0.43
H 7.14 -3.38 -3.24 0.32
H 8.39 -1.88 -0.81 0.42
H 7.95 -3.54 -0.75 0.42
H 5.75 -4.35 -0.19 0.47
H 4.35 -3.20 -0.34 0.10
H 5.12 -3.67 -1.74 0.21
H 7.19 -1.03 1.03 0.51
H 5.71 -1.84 1.51 -0.19
H 7.19 -2.80 1.38 0.42
H 4.83 -1.31 -4.44 0.57
H 3.77 -1.45 -3.03 -0.52
H 4.92 -2.71 -3.38 0.35
H 4.02 -1.05 -0.84 -0.16
```

Values from the calculation:
E_HOMO: -8.6 eV
molecular weight: 1319.55 g/mol
energy: -6448.404370 hartree
LUMO energy: 0.2 eV
orbital gap: 8.8 eV